Entry 1:
DFT (ωB97M-V/def2-TZVPD) results for a cluster of 7 separate species, C63H133N7O7 in total at a distorted geometry.

## Properties
* maximum force: 5.04 eV/Å
* energy relative to the best compared isomer or geometry (same formula, charge and spin): 257.0 kcal/mol

```
! wB97M-V def2-TZVPD RIJCOSX def2/J DEFGRID3
* xyz 0 1
C -0.636 4.264 11.418
C 0.288 3.114 11.920
C 0.770 2.416 10.564
C 1.528 3.876 12.414
C 1.360 4.511 13.792
C 0.942 3.369 14.785
C -0.331 2.568 14.403
C -0.355 1.363 15.210
C -1.628 3.341 14.625
N -0.218 2.193 12.907
O -1.414 1.683 12.417
H -1.125 4.678 12.300
H -0.300 5.143 10.867
H -1.375 3.823 10.749
H 0.008 1.672 10.331
H 0.954 3.035 9.686
H 1.692 1.849 10.688
H 2.157 3.035 12.708
H 2.061 4.511 11.706
H 2.236 4.968 14.250
H 0.530 5.218 13.788
H 0.727 3.872 15.727
H 1.784 2.688 14.909
H -0.351 1.587 16.276
H 0.490 0.675 15.187
H -1.202 0.872 14.730
H -1.520 4.409 14.438
H -1.914 3.216 15.670
H -2.517 2.936 14.141
H -2.051 2.338 12.713
C 0.762 0.511 -4.035
C -0.319 -0.410 -3.597
C -1.664 -0.044 -4.283
C -0.022 -1.830 -4.142
C 0.735 -2.777 -3.220
C 0.195 -2.657 -1.742
C 0.179 -1.212 -1.200
C -0.505 -1.337 0.229
C 1.543 -0.571 -1.010
N -0.610 -0.400 -2.149
O -1.122 0.819 -1.674
H 0.725 1.474 -3.525
H 1.710 0.103 -3.683
H 0.709 0.800 -5.084
H -1.523 0.031 -5.361
H -2.496 -0.721 -4.088
H -1.923 0.982 -4.024
H -0.969 -2.297 -4.412
H 0.612 -1.741 -5.025
H 0.719 -3.795 -3.611
H 1.805 -2.599 -3.325
H 0.814 -3.286 -1.103
H -0.857 -2.941 -1.717
H -0.075 -2.255 0.630
H -1.568 -1.570 0.268
H -0.269 -0.440 0.802
H 2.266 -0.746 -1.806
H 2.054 -1.113 -0.215
H 1.549 0.518 -0.956
H -1.949 0.593 -1.241
C -7.571 -9.733 -10.848
C -6.593 -8.591 -11.122
C -7.256 -7.382 -11.919
C -6.102 -8.192 -9.610
C -4.903 -7.267 -9.578
C -3.805 -7.874 -10.480
C -4.174 -8.437 -11.847
C -4.119 -7.366 -12.939
C -3.119 -9.441 -12.179
N -5.485 -9.073 -11.866
O -5.871 -9.630 -13.085
H -8.459 -9.496 -10.263
H -8.032 -10.026 -11.791
H -7.055 -10.625 -10.494
H -8.059 -6.854 -11.404
H -6.612 -6.511 -12.042
H -7.728 -7.763 -12.824
H -6.780 -7.585 -9.009
H -5.874 -9.165 -9.175
H -5.038 -6.202 -9.764
H -4.596 -7.318 -8.533
H -3.007 -8.467 -10.031
H -3.258 -6.963 -10.720
H -4.712 -6.508 -12.624
H -4.333 -7.655 -13.968
H -3.099 -7.045 -13.150
H -2.090 -9.080 -12.184
H -3.421 -9.935 -13.102
H -3.073 -10.322 -11.540
H -6.164 -8.916 -13.657
C -5.793 8.933 4.269
C -4.478 9.771 3.963
C -3.325 8.818 3.980
C -4.371 10.250 2.554
C -5.322 11.365 2.154
C -4.979 12.470 3.073
C -4.948 12.190 4.502
C -4.296 13.438 5.159
C -6.383 12.068 5.197
N -4.205 10.988 4.741
O -3.834 10.765 6.048
H -5.657 7.864 4.433
H -6.054 9.229 5.286
H -6.659 9.175 3.654
H -3.095 8.443 4.977
H -3.484 7.900 3.414
H -2.342 9.194 3.698
H -3.333 10.467 2.301
H -4.783 9.473 1.910
H -5.120 11.671 1.128
H -6.392 11.187 2.262
H -5.640 13.310 2.856
H -4.014 12.855 2.744
H -4.650 14.378 4.736
H -3.260 13.312 4.845
H -4.204 13.455 6.245
H -6.898 12.929 4.772
H -6.288 12.308 6.256
H -7.165 11.330 5.020
H -4.656 10.637 6.527
C 10.576 8.248 0.739
C 9.310 7.384 0.920
C 9.012 6.691 -0.416
C 9.534 6.499 2.164
C 8.262 5.901 2.736
C 7.301 6.952 3.157
C 6.916 7.911 2.057
C 5.941 7.207 1.074
C 6.159 9.106 2.719
N 8.198 8.292 1.354
O 8.147 9.428 0.628
H 11.336 7.574 0.344
H 10.490 9.035 -0.010
H 10.948 8.724 1.647
H 8.449 7.361 -1.065
H 9.931 6.360 -0.900
H 8.466 5.752 -0.317
H 10.403 5.841 2.172
H 9.853 7.033 3.059
H 7.753 5.316 1.970
H 8.450 5.133 3.487
H 7.560 7.363 4.132
H 6.450 6.407 3.564
H 5.760 7.839 0.204
H 4.971 7.075 1.554
H 6.282 6.297 0.582
H 6.523 9.645 3.593
H 5.259 8.730 3.206
H 5.947 9.982 2.106
H 8.868 9.892 1.061
C -9.641 -2.689 5.628
C -8.216 -3.252 5.277
C -7.141 -2.355 6.129
C -8.036 -4.675 5.908
C -8.775 -5.749 5.218
C -8.626 -5.691 3.715
C -8.554 -4.311 2.950
C -7.590 -4.662 1.749
C -9.914 -3.779 2.562
N -7.865 -3.283 3.819
O -7.775 -2.025 3.271
H -10.151 -3.037 6.527
H -9.732 -1.603 5.646
H -10.418 -2.933 4.903
H -7.378 -2.459 7.188
H -6.082 -2.520 5.934
H -7.361 -1.315 5.887
H -7.046 -5.055 5.656
H -8.223 -4.636 6.981
H -8.442 -6.685 5.667
H -9.828 -5.608 5.462
H -9.531 -6.259 3.497
H -7.889 -6.464 3.497
H -7.723 -4.044 0.861
H -7.982 -5.578 1.308
H -6.570 -4.604 2.130
H -10.231 -4.090 1.567
H -10.061 -2.713 2.737
H -10.687 -4.317 3.110
H -8.697 -1.889 3.043
C 11.616 -10.283 -10.463
C 11.637 -9.230 -9.323
C 12.231 -9.700 -8.092
C 12.392 -7.917 -9.853
C 11.711 -6.651 -9.347
C 10.303 -6.712 -9.940
C 9.435 -7.839 -9.277
C 8.944 -7.373 -7.907
C 8.207 -8.126 -10.161
N 10.240 -9.025 -8.921
O 9.502 -10.159 -8.446
H 12.593 -10.549 -10.867
H 11.233 -11.217 -10.052
H 10.869 -10.008 -11.207
H 13.279 -9.890 -8.320
H 12.125 -9.098 -7.189
H 11.837 -10.630 -7.683
H 13.361 -7.882 -9.355
H 12.685 -7.904 -10.903
H 11.720 -6.553 -8.262
H 12.248 -5.790 -9.747
H 10.478 -6.857 -11.006
H 9.720 -5.804 -9.780
H 8.215 -8.061 -7.478
H 8.281 -6.508 -7.929
H 9.720 -7.351 -7.142
H 7.460 -7.333 -10.189
H 7.778 -9.069 -9.825
H 8.627 -8.141 -11.167
H 9.587 -10.104 -7.492
*
```

---

Entry 2:
DFT (ωB97M-V/def2-TZVPD) results for a structure of composition CH2NOS3 at a distorted geometry.

## Properties
* maximum force: 2.66 eV/Å
* energy relative to the best compared isomer or geometry (same formula, charge and spin): 90.4 kcal/mol

```
! wB97M-V def2-TZVPD RIJCOSX def2/J DEFGRID3
* xyz -1 1
C -1.434 0.860 -1.558
N 0.229 0.476 1.616
O 1.319 0.418 1.101
S -0.273 -1.304 1.946
S -1.321 1.281 0.130
S -2.448 1.295 -2.828
H 0.768 -1.914 1.445
H -0.674 0.135 -1.715
*
```